Entry from the OMol25 dataset: a cluster of 2 separate species, C4H6O2 in total (ωB97M-V/def2-TZVPD).

The geometry in XYZ format:
```
12
Properties=species:S:1:pos:R:3:forces:R:3
H -0.807 1.597 -0.147 -0.1742 0.0466 0.0805
O -1.516 1.696 0.501 -0.0711 0.1375 -0.0804
C 0.709 -1.012 0.049 0.1931 -0.1940 0.2126
H 1.077 -2.031 0.159 0.0382 0.0646 0.0520
H -1.705 -0.914 -0.369 0.2050 -0.0119 -0.0381
H 0.918 0.988 0.942 0.0420 -0.0178 0.0527
O 1.933 -0.397 2.002 -0.2182 0.1113 -0.2924
C 0.343 -0.486 -1.318 -0.3322 -0.0788 -0.0005
C -0.650 -0.792 -0.555 0.1170 0.0346 -0.3691
H 0.738 -0.180 -2.273 -0.0411 -0.0272 0.1334
C 1.224 -0.070 1.081 0.2145 -0.1727 0.1859
H -2.324 1.589 -0.015 0.0269 0.1077 0.0636
```
Forces are in eV/Å.

E_tot in eV: -8337.1241
M in g mol⁻¹: 86.1
HOMO level in eV: -9.5
Kohn-Sham gap in eV: 10.20
ΔE to the lowest compared entry with this formula, charge and spin in kJ/mol: 322.0

=====

Entry from the OMol25 dataset: the molecule C4H6O2 (ωB97M-V/def2-TZVPD).

The geometry in XYZ format:
```
12
Properties=species:S:1:pos:R:3:forces:R:3
H 1.975 -1.669 0.082 0.1669 0.5963 0.0577
C -0.826 0.354 -0.490 -0.0998 0.0877 -0.0560
H -0.385 -2.228 -0.712 -0.2716 -0.1393 -0.3095
O -0.582 1.567 1.636 0.3238 -0.0045 0.2756
H -0.912 0.521 -1.556 -0.0512 0.1259 0.0445
C 1.086 -1.148 -0.266 0.2344 -0.1173 0.1895
H 0.359 2.155 -0.160 0.0480 -0.0813 0.3016
O 0.387 -1.910 -1.189 0.2883 -0.9159 0.0517
H -1.639 -0.196 -0.022 -0.0678 0.2296 -0.0296
H 0.092 1.261 2.250 -0.1263 0.1649 0.2648
C -0.072 1.303 0.370 0.1699 0.1085 -0.2074
C 0.518 -0.010 0.057 -0.6146 -0.0546 -0.5829
```
Forces are in eV/Å.

E_tot in eV: -8337.0651
M in g mol⁻¹: 86.1
HOMO level in eV: -9.6
Kohn-Sham gap in eV: 10.36
ΔE to the lowest compared entry with this formula, charge and spin in kJ/mol: 327.7